<a>
# C2H3ClN2O

A 2-piece molecular cluster, C2H3ClN2O overall (ωB97M-V/def2-TZVPD, the OMol25 dataset).

Each atom is followed by the atoms it is bonded to, with distances in Å.
Element x y z (Å)
1 C 0.03 -0.29 -0.75  N2 1.393, N5 1.280, H6 1.084
2 N -0.34 0.04 0.55  C1 1.393, C3 1.265
3 C -1.45 0.63 0.43  N2 1.265, O4 1.385, H7 1.073
4 O -1.83 0.82 -0.89  C3 1.385, N5 1.366
5 N -0.84 0.18 -1.57  C1 1.280, O4 1.366
6 H 0.94 -0.80 -1.03  C1 1.084
7 H -2.13 0.94 1.20  C3 1.073
8 Cl 2.96 -0.11 1.20  H9 1.363
9 H 2.65 -1.40 0.86  Cl8 1.363

Summary:
HOMO energy in eV: -11.056
Spin multiplicity: 1
Charge: 0
SMILES: c1ncon1.Cl
LUMO level in eV: 0.577
Frontier orbital gap in Ha: 0.4275

Mulliken population analysis, charges in e, atoms 1 to 6: atom 1 (C): 0.097, atom 2 (N): -0.348, atom 3 (C): 0.075, atom 4 (O): -0.124, atom 5 (N): -0.310, atom 6 (H): 0.233



<b>
# C2H3ClN2O

A 2-piece molecular cluster, C2H3ClN2O overall (ωB97M-V/def2-TZVPD, the OMol25 dataset).

Each atom is followed by the atoms it is bonded to, with distances in Å.
Element x y z (Å)
1 C 1.01 0.81 -0.46  N2 1.160, H4 1.102
2 N 0.52 1.73 0.04  C1 1.160, O3 1.167
3 O -0.18 2.52 0.54  N2 1.167
4 H 1.91 0.41 -0.96  C1 1.102
5 H -0.79 -1.58 1.68  N6 1.029
6 N -0.24 -1.76 0.83  H5 1.029, C7 1.278
7 C -0.48 -1.00 -0.17  N6 1.278, Cl8 1.707, H9 1.021
8 Cl -1.74 0.11 -0.45  C7 1.707
9 H -0.01 -1.23 -1.05  C7 1.021

Summary:
HOMO energy in eV: -10.088
Spin multiplicity: 1
Charge: 0
SMILES: C#[N+][O-].[H]/N=C\Cl
LUMO level in eV: 0.285
Frontier orbital gap in Ha: 0.3812

Mulliken population analysis, charges in e, atoms 1 to 6: atom 1 (C): -0.119, atom 2 (N): 0.451, atom 3 (O): -0.565, atom 4 (H): 0.339, atom 5 (H): 0.266, atom 6 (N): -0.468



Tell me which of them is the most stable. Sure, it is <a>.



<a>
# C8H11ClN

An isolated ion of composition C8H11ClN and charge +1 (ωB97M-V/def2-TZVPD, the OMol25 dataset).

Each atom is followed by the atoms it is bonded to, with distances in Å.
Element x y z (Å)
1 C -1.79 0.91 1.21  C2 1.565, H11 1.101, H12 0.986, H13 1.131
2 C -0.68 1.09 0.13  C1 1.565, C3 1.600, N4 1.464, H14 1.187
3 C -1.46 1.32 -1.25  C2 1.600, H15 1.028, H16 1.092, H17 0.996
4 N 0.31 0.01 0.15  C2 1.464, C5 1.337, C9 1.391
5 C -0.15 -1.24 0.05  N4 1.337, C6 1.379, H18 1.127
6 C 0.69 -2.32 -0.05  C5 1.379, C7 1.415, H19 1.088
7 C 2.08 -2.07 -0.03  C6 1.415, C8 1.422, H20 1.066
8 C 2.57 -0.74 -0.03  C7 1.422, C9 1.409, H21 1.046
9 C 1.66 0.33 0.04  N4 1.391, C8 1.409, Cl10 1.735
10 Cl 2.22 1.97 0.13  C9 1.735
11 H -2.53 0.22 0.78  C1 1.101
12 H -2.14 1.82 1.38  C1 0.986
13 H -1.47 0.36 2.15  C1 1.131
14 H -0.05 2.02 0.48  C2 1.187
15 H -2.25 0.72 -1.50  C3 1.028
16 H -0.68 1.30 -2.03  C3 1.092
17 H -1.74 2.27 -1.30  C3 0.996
18 H -1.27 -1.18 0.08  C5 1.127
19 H 0.52 -3.40 -0.10  C6 1.088
20 H 2.58 -2.99 -0.22  C7 1.066
21 H 3.57 -0.42 -0.06  C8 1.046

Summary:
HOMO energy in eV: -14.446
Spin multiplicity: 1
Charge: +1
SMILES: CC(C)[n+]1ccccc1Cl
LUMO level in eV: -4.677
Frontier orbital gap in Ha: 0.3590

Mulliken population analysis, charges in e, atoms 1 to 6: atom 1 (C): -1.487, atom 2 (C): -0.018, atom 3 (C): -1.436, atom 4 (N): 0.147, atom 5 (C): 0.371, atom 6 (C): -0.803



<b>
# C8H11ClN

An isolated ion of composition C8H11ClN and charge +1 (ωB97M-V/def2-TZVPD, the OMol25 dataset).

Each atom is followed by the atoms it is bonded to, with distances in Å.
Element x y z (Å)
1 C 2.61 -1.26 0.72  C2 1.520, H11 1.097, H12 1.161, H13 1.107
2 C 1.90 -0.65 -0.48  C1 1.520, C3 1.564, H14 1.081, H15 1.198
3 C 1.09 0.63 -0.10  C2 1.564, Cl4 1.855, N5 1.407, H16 1.248
4 Cl 1.53 1.97 -1.30  C3 1.855
5 N -0.31 0.49 -0.14  C3 1.407, C6 1.350, C10 1.329
6 C -1.02 0.19 -1.25  N5 1.350, C7 1.377, H17 1.066
7 C -2.40 0.09 -1.19  C6 1.377, C8 1.381, H18 1.146
8 C -3.07 0.49 -0.05  C7 1.381, C9 1.397, H19 1.147
9 C -2.32 0.66 1.11  C8 1.397, C10 1.366, H20 1.127
10 C -0.96 0.58 1.02  N5 1.329, C9 1.366, H21 1.150
11 H 2.75 -0.48 1.49  C1 1.097
12 H 3.67 -1.56 0.36  C1 1.161
13 H 2.06 -2.13 1.13  C1 1.107
14 H 2.61 -0.39 -1.25  C2 1.081
15 H 1.19 -1.48 -0.97  C2 1.198
16 H 1.54 0.90 1.04  C3 1.248
17 H -0.44 0.19 -2.14  C6 1.066
18 H -2.94 -0.20 -2.16  C7 1.146
19 H -4.21 0.59 0.04  C8 1.147
20 H -2.87 0.66 2.09  C9 1.127
21 H -0.43 0.71 2.03  C10 1.150

Summary:
HOMO energy in eV: -14.770
Spin multiplicity: 1
Charge: +1
SMILES: CC[C@@H](Cl)[n+]1ccccc1
LUMO level in eV: -4.869
Frontier orbital gap in Ha: 0.3639

Mulliken population analysis, charges in e, atoms 1 to 6: atom 1 (C): -1.075, atom 2 (C): -0.473, atom 3 (C): -0.094, atom 4 (Cl): -0.126, atom 5 (N): 0.168, atom 6 (C): 0.103



Tell me which of them is the most stable. Sure, it is <b>.



<a>
# C4H30N2O11

A 11-piece molecular cluster, C4H30N2O11 overall (ωB97M-V/def2-TZVPD, the OMol25 dataset).

Each atom is followed by the atoms it is bonded to, with distances in Å.
Element x y z (Å)
1 N -0.55 0.62 0.40  C2 1.455, H8 1.002, H9 1.018
2 C -0.61 1.82 -0.42  N1 1.455, C3 1.643, H10 1.245, H11 1.065
3 C -0.97 1.44 -1.98  C2 1.643, C4 1.570, H12 1.083, H13 1.132
4 C -0.01 0.59 -2.87  C3 1.570, N5 1.498, H14 1.114, H15 1.169
5 N 0.66 -0.54 -2.15  C4 1.498, C6 1.429, H16 0.995
6 C 1.22 -1.48 -3.07  N5 1.429, O7 1.196, H17 0.951
7 O 1.21 -2.61 -2.68  C6 1.196
8 H 0.35 0.31 0.70  N1 1.002
9 H -1.16 0.61 1.21  N1 1.018
10 H -1.51 2.60 -0.05  C2 1.245
11 H 0.27 2.42 -0.51  C2 1.065
12 H -2.01 1.13 -1.96  C3 1.083
13 H -0.89 2.35 -2.65  C3 1.132
14 H 0.85 1.18 -3.27  C4 1.114
15 H -0.60 0.32 -3.84  C4 1.169
16 H -0.02 -0.83 -1.48  N5 0.995
17 H 1.60 -1.13 -3.87  C6 0.951
18 O 2.86 0.84 -0.85  H19 0.899, H20 0.982
19 H 2.15 0.29 -0.88  O18 0.899
20 H 3.28 0.78 0.04  O18 0.982
21 O 1.92 -0.54 3.61  H22 0.963, H23 0.893
22 H 1.09 -0.06 3.52  O21 0.963
23 H 1.69 -1.39 3.75  O21 0.893
24 O -2.91 0.57 2.57  H25 0.920, H26 0.911
25 H -2.98 0.28 1.70  O24 0.920
26 H -3.78 0.46 2.81  O24 0.911
27 O -0.84 -3.47 -0.78  H28 1.026, H29 0.953
28 H -0.44 -3.23 -1.69  O27 1.026
29 H -1.39 -4.20 -1.06  O27 0.953
30 O -0.53 0.40 3.73  H31 1.031, H32 0.879
31 H -1.22 -0.29 4.06  O30 1.031
32 H -0.90 1.17 3.51  O30 0.879
33 O 1.15 -2.94 1.44  H34 0.964, H35 0.919
34 H 0.66 -3.14 0.64  O33 0.964
35 H 1.86 -3.51 1.55  O33 0.919
36 O 4.03 0.30 1.48  H37 0.988, H38 0.934
37 H 3.41 0.22 2.25  O36 0.988
38 H 3.92 -0.59 1.22  O36 0.934
39 O -2.32 -1.43 0.52  H40 1.007, H41 0.978
40 H -1.43 -1.85 0.31  O39 1.007
41 H -2.95 -1.90 -0.06  O39 0.978
42 O 2.53 4.05 -0.09  H43 0.880, H44 0.942
43 H 2.81 3.71 0.67  O42 0.880
44 H 2.61 3.40 -0.77  O42 0.942
45 O -4.46 1.05 -1.52  H46 1.004, H47 1.068
46 H -3.89 0.59 -2.21  O45 1.004
47 H -3.74 1.62 -0.99  O45 1.068

Summary:
HOMO energy in eV: -9.101
Spin multiplicity: 1
Charge: 0
SMILES: NCCCNC=O.O.O.O.O.O.O.O.O.O.O
LUMO level in eV: 0.037
Frontier orbital gap in Ha: 0.3358

Mulliken population analysis, charges in e, atoms 1 to 6: atom 1 (N): 0.344, atom 2 (C): -0.263, atom 3 (C): 0.451, atom 4 (C): -0.733, atom 5 (N): 0.073, atom 6 (C): -0.198



<b>
# C4H30N2O11

A 11-piece molecular cluster, C4H30N2O11 overall (ωB97M-V/def2-TZVPD, the OMol25 dataset).

Each atom is followed by the atoms it is bonded to, with distances in Å.
Element x y z (Å)
1 N -1.34 1.07 -0.76  C2 1.435, H8 0.995, H9 1.001
2 C -0.73 1.55 -1.97  N1 1.435, C3 1.557, H10 1.115, H11 1.118
3 C -0.60 0.37 -2.98  C2 1.557, C4 1.559, H12 1.128, H13 1.083
4 C -0.22 -1.08 -2.54  C3 1.559, C5 1.513, H14 1.127, H15 1.118
5 C 1.01 -1.27 -1.68  C4 1.513, N6 1.377, O7 1.249
6 N 2.09 -0.44 -1.85  C5 1.377, H16 1.030, H17 1.000
7 O 1.26 -2.16 -0.84  C5 1.249
8 H -1.58 1.75 -0.07  N1 0.995
9 H -0.78 0.37 -0.32  N1 1.001
10 H 0.23 2.09 -1.81  C2 1.115
11 H -1.46 2.27 -2.40  C2 1.118
12 H 0.21 0.65 -3.71  C3 1.128
13 H -1.56 0.35 -3.47  C3 1.083
14 H -0.24 -1.85 -3.36  C4 1.127
15 H -1.12 -1.49 -2.02  C4 1.118
16 H 2.64 -0.26 -0.99  N6 1.030
17 H 1.87 0.41 -2.34  N6 1.000
18 O -0.02 -2.21 3.54  H19 0.956, H20 0.960
19 H 0.87 -2.53 3.47  O18 0.956
20 H -0.61 -2.65 2.92  O18 0.960
21 O -0.15 1.08 3.21  H22 0.962, H23 0.948
22 H -0.22 0.32 2.62  O21 0.962
23 H 0.03 0.84 4.11  O21 0.948
24 O -1.26 -0.88 1.29  H25 0.984, H26 0.948
25 H -2.21 -0.66 1.44  O24 0.984
26 H -1.23 -1.82 1.30  O24 0.948
27 O 1.58 0.83 0.88  H28 0.964, H29 0.948
28 H 1.57 -0.10 1.15  O27 0.964
29 H 1.55 1.39 1.64  O27 0.948
30 O 0.43 4.52 0.64  H31 0.967, H32 0.949
31 H 0.36 3.70 1.14  O30 0.967
32 H -0.25 5.18 0.63  O30 0.949
33 O -0.71 -3.37 0.48  H34 0.978, H35 0.958
34 H -0.35 -2.87 -0.29  O33 0.978
35 H -1.48 -3.80 0.09  O33 0.958
36 O 2.24 2.34 -2.70  H37 1.016, H38 0.946
37 H 1.38 2.51 -2.18  O36 1.016
38 H 2.22 2.96 -3.42  O36 0.946
39 O -1.68 2.84 1.82  H40 0.971, H41 0.976
40 H -2.41 3.08 2.42  O39 0.971
41 H -1.17 2.16 2.29  O39 0.976
42 O 2.96 -3.68 1.16  H43 0.953, H44 0.957
43 H 2.23 -3.36 0.63  O42 0.953
44 H 2.67 -4.30 1.82  O42 0.957
45 O -4.08 -0.22 -0.36  H46 0.997, H47 0.952
46 H -3.27 0.33 -0.18  O45 0.997
47 H -4.35 0.10 -1.22  O45 0.952

Summary:
HOMO energy in eV: -9.389
Spin multiplicity: 1
Charge: 0
SMILES: NCCCC(N)=O.O.O.O.O.O.O.O.O.O.O
LUMO level in eV: 0.238
Frontier orbital gap in Ha: 0.3538

Mulliken population analysis, charges in e, atoms 1 to 6: atom 1 (N): -0.304, atom 2 (C): 0.168, atom 3 (C): -0.769, atom 4 (C): -0.778, atom 5 (C): 0.653, atom 6 (N): -0.321



Tell me which of them is the most stable. Sure, it is <b>.



<a>
# C2H4Cl2N2

A 2-piece molecular cluster, C2H4Cl2N2 overall (ωB97M-V/def2-TZVPD, the OMol25 dataset).

Each atom is followed by the atoms it is bonded to, with distances in Å.
Element x y z (Å)
1 C -1.26 0.86 0.03  C2 1.468, N3 1.248, Cl5 1.756
2 C -0.97 -0.57 -0.12  C1 1.468, N4 1.369, Cl6 1.720
3 N -0.34 1.66 0.29  C1 1.248, H8 1.011
4 N 0.14 -1.02 0.53  C2 1.369, H9 1.012, H10 1.009
5 Cl -2.94 1.31 -0.19  C1 1.756
6 Cl -2.28 -1.69 -0.11  C2 1.720
7 H -0.51 -0.39 -1.91  no bonds
8 H -0.59 2.64 0.35  N3 1.011
9 H 0.89 -0.33 0.54  N4 1.012
10 H 0.44 -1.96 0.32  N4 1.009

Summary:
HOMO energy (alpha / beta) in eV: -8.738 / -8.739
Spin multiplicity: 1
Charge: 0
LUMO level (alpha / beta) in eV: -0.376 / -0.376
Frontier orbital gap (alpha / beta) in Ha: 0.3073 / 0.3073

Mulliken population analysis, charges in e, atoms 1 to 6: atom 1 (C): 0.351, atom 2 (C): 0.121, atom 3 (N): -0.593, atom 4 (N): -0.472, atom 5 (Cl): -0.178, atom 6 (Cl): -0.138



<b>
# C2H4Cl2N2

A 2-piece molecular cluster, C2H4Cl2N2 overall (ωB97M-V/def2-TZVPD, the OMol25 dataset).

Each atom is followed by the atoms it is bonded to, with distances in Å.
Element x y z (Å)
1 C 0.58 0.74 0.15  C2 1.475, N3 1.253, Cl5 1.812
2 C -0.70 0.00 0.06  C1 1.475, N4 1.412, Cl6 1.773
3 N 1.72 0.22 0.15  C1 1.253, H8 0.948
4 N -0.54 -1.38 0.28  C2 1.412, H9 1.052, H10 0.996
5 Cl 0.16 2.50 0.07  C1 1.812
6 Cl -2.11 0.76 0.82  C2 1.773
7 H -0.59 0.27 -1.68  no bonds
8 H 2.39 0.86 -0.04  N3 0.948
9 H 0.36 -1.90 0.08  N4 1.052
10 H -1.26 -2.05 0.13  N4 0.996

Summary:
HOMO energy in eV: -9.119
Spin multiplicity: 1
Charge: 0
LUMO level in eV: -0.216
Frontier orbital gap in Ha: 0.3272

Mulliken population analysis, charges in e, atoms 1 to 6: atom 1 (C): 0.323, atom 2 (C): 0.133, atom 3 (N): -0.595, atom 4 (N): -0.467, atom 5 (Cl): -0.190, atom 6 (Cl): -0.137



Tell me which of them is the most stable. Sure, it is <a>.